A.
Formula: C2HBr2NO
Source: OMol25
Level of theory: wB97M-V/def2-TZVPD

Each line ends with the Mulliken charge.
CARTESIAN COORDINATES (ANGSTROEM)
C: 0.513 -0.050 0.264  0.34
Br: 1.675 1.424 0.736  -0.08
N: -0.908 0.049 0.313  -0.20
H: -1.601 0.347 0.955  0.23
O: -0.593 0.025 -2.061  -0.50
Br: 1.318 -1.770 0.679  -0.11
C: -0.403 -0.025 -0.887  0.31

## Properties
gap between HOMO and LUMO	0.378	Ha
HOMO	-10.14	eV

---

B.
Formula: C2HBr2NO
Source: OMol25
Level of theory: wB97M-V/def2-TZVPD

Each line ends with the Mulliken charge.
CARTESIAN COORDINATES (ANGSTROEM)
C: -0.009 0.965 1.073  -0.07
N: -0.544 -0.381 -0.640  -0.38
Br: 1.637 0.225 1.344  -0.02
Br: -1.375 0.548 2.143  0.00
H: -1.481 -0.384 -0.676  0.25
O: 1.404 -0.573 -1.840  -0.33
C: 0.369 -0.400 -1.404  0.56

## Properties
gap between HOMO and LUMO	0.284	Ha
HOMO	-8.28	eV

---

The winner here is A, beating the second structure by 0.0764 hartree.